69
Properties=species:S:1:pos:R:3 method="wB97M-V/def2-TZVPD" total_charge=+3 energy_ha=-3250.2961 gap_ev=6.87 e_above_lowest_ev=0.396 e_homo_ev=-16.647
H -4.283 -3.130 0.718
H 3.902 -1.917 1.638
C 4.331 3.559 -0.229
H 0.683 3.813 -2.498
H 6.510 2.357 0.429
C 4.441 2.188 -0.032
N -5.021 0.032 -3.672
N -2.541 -2.016 0.952
C -3.309 2.176 0.544
C 2.139 -4.511 -0.637
C 3.426 -2.632 0.980
C -1.581 0.016 -3.294
N -1.430 0.230 -1.941
C -3.825 0.207 -3.155
C 3.296 1.425 -0.313
N 2.261 -0.802 -0.223
C 0.944 4.181 -1.504
N -0.478 -0.156 -4.038
C -3.434 -1.348 3.538
C 2.169 2.089 -0.789
H 4.372 -4.311 1.901
C -0.797 1.852 1.576
Ti 0.211 -0.096 -0.608
C 3.294 -0.016 -0.166
C 5.730 1.600 0.492
H 0.396 0.251 -3.746
C -4.088 -2.490 2.782
H -4.281 2.282 0.082
H 0.079 4.030 -0.854
H -3.618 -3.436 3.054
H 3.254 -5.977 0.453
H -4.001 -0.421 3.433
I 0.535 -2.459 -2.194
C 2.151 3.473 -0.971
S 0.027 -1.412 1.404
H -5.843 0.304 -3.155
H 0.203 1.686 1.958
H -5.116 -0.293 -4.622
N -3.753 0.719 -1.884
H 5.614 1.349 1.551
N -1.139 1.183 0.469
H -3.346 -1.573 4.599
C -3.958 -2.260 1.285
C -2.364 1.362 -0.047
C 3.052 -4.923 0.328
C 3.681 -3.987 1.135
H -4.548 -1.400 0.961
H 1.637 -5.236 -1.263
C -1.678 -1.510 1.821
H -1.347 3.264 3.082
O 1.080 1.349 -1.120
H -1.367 -0.760 3.636
H -5.139 -2.554 3.055
N -2.747 -0.060 -3.895
H 5.176 4.205 -0.021
C -2.953 2.873 1.693
H -2.150 -2.469 0.139
H -0.629 -0.238 -5.035
C 1.898 -3.159 -0.769
O 6.073 0.425 -0.231
C -1.672 2.719 2.206
H 1.154 5.244 -1.567
H 6.977 0.484 -0.554
N -2.072 -1.133 3.017
C 2.542 -2.199 -0.002
H -3.659 3.541 2.168
N 3.233 4.174 -0.669
H 4.269 -0.470 -0.017
C -2.575 0.713 -1.361


184
Properties=species:S:1:pos:R:3 method="wB97M-V/def2-TZVPD" total_charge=-1 energy_ha=-11017.9410 gap_ev=9.09 e_homo_ev=-8.189
C 2.872 -4.168 2.631
C 2.054 2.332 2.066
H -6.349 1.404 0.973
C -5.204 -0.249 0.935
H 4.088 -5.202 -0.880
C 4.283 -3.594 -2.265
H -3.697 -2.832 0.276
O 0.707 5.227 3.447
F 7.368 5.807 -3.881
F -3.391 -2.609 5.792
F -5.800 1.152 5.876
N -0.006 -3.118 -4.099
O 8.236 2.550 -2.104
O -1.797 4.171 -0.570
O -7.558 1.904 -3.256
C -0.556 1.687 -1.939
F -6.778 4.783 -3.402
F 9.091 4.467 -4.100
H -6.528 -1.884 0.705
S -1.680 5.337 0.373
H 0.315 2.647 1.021
F 0.378 -0.831 -5.695
C 1.578 -6.903 -0.304
H -0.837 0.446 1.686
H 1.828 -2.957 6.060
N 3.210 2.704 1.165
H -5.686 2.659 2.868
H 2.515 -2.694 -0.124
N -6.348 -0.868 4.147
O -8.194 0.429 3.356
C -6.228 4.069 -2.373
P 1.951 -4.556 1.091
C 2.244 -6.352 0.930
C -7.119 1.270 5.678
H -1.959 -3.017 2.283
H 0.761 3.700 -3.156
C 0.833 1.754 1.404
O -4.017 -0.181 0.911
H 0.661 -8.998 -2.128
C 3.344 -2.510 4.553
F -0.526 -6.896 -4.214
H -2.155 0.394 -1.945
F -3.581 -0.558 5.018
C 8.191 4.954 -3.190
H 1.811 3.127 2.762
C 1.726 -8.736 -2.072
S -4.369 1.506 -4.611
H -6.749 -0.519 -0.337
N -4.958 1.839 -3.196
H -1.900 -1.492 1.474
H 3.444 -3.929 -2.891
C 5.612 2.629 1.035
H 2.603 -4.903 3.443
C -6.013 -1.154 0.135
C -0.202 -2.741 1.037
F 1.293 -5.739 -3.864
H -2.647 -4.301 0.334
C -1.951 5.184 3.953
N -0.651 5.048 1.470
H 2.287 -9.640 -2.353
H 4.371 -2.698 4.447
O 6.668 4.304 -1.366
H 2.289 4.577 0.938
F 1.705 0.112 -4.208
H 2.680 -4.314 5.417
H 3.613 -1.489 -1.911
C 4.035 -4.073 -0.845
F 2.169 -1.871 -5.065
H 5.164 -4.139 -2.684
H 0.053 2.887 -4.560
F 8.794 5.555 -2.224
H 1.805 -8.945 0.051
H -0.093 -4.815 0.193
S -7.684 -0.190 4.563
H -0.863 2.390 3.570
O 0.647 1.746 -1.871
H 6.530 2.586 1.548
H 4.875 -3.779 -0.222
H 0.524 -7.049 -0.059
C 2.162 -8.257 -0.702
H 3.193 -8.172 -0.593
F -7.769 1.190 6.796
C 2.771 -3.285 5.729
C -1.507 0.884 -1.203
F -3.298 3.988 -4.800
C -4.122 3.183 -5.417
O -6.372 -3.129 5.158
H 2.991 -2.032 2.415
H -5.369 -1.577 -0.657
O -4.821 -2.624 3.282
H 4.385 4.072 2.159
H -0.568 4.431 -4.027
H 0.033 -2.417 0.000
H -5.033 1.036 3.561
F -2.541 4.039 3.624
O -6.317 1.726 -1.223
H 5.288 0.436 1.157
S 0.334 -1.830 -3.281
F -2.837 6.223 3.893
H 4.541 2.478 2.883
C 5.125 1.310 0.540
O -0.711 7.143 2.911
F -0.432 7.632 0.061
H 1.930 -3.967 -1.089
H -1.839 3.318 -2.346
N -6.013 0.833 1.716
C -0.459 1.383 3.674
F -5.374 3.791 -5.488
S -0.841 -4.368 -3.500
F -1.659 7.043 -1.638
H 3.400 1.855 -0.795
H -1.175 0.669 4.088
O -2.977 1.112 -4.360
O 1.352 -2.006 -2.288
H -2.135 1.579 -0.603
H -1.143 0.152 -0.516
H 0.417 1.573 4.320
H -4.263 1.745 2.167
O -0.709 -0.949 -2.890
C -4.241 -1.579 5.494
S -0.532 5.766 2.908
H -1.782 2.225 -3.575
H 3.262 -1.464 4.781
C -1.705 -2.560 1.311
S -5.546 -2.239 4.443
H 3.906 -4.385 2.447
H 2.230 3.485 -0.471
O 4.533 2.046 -4.782
F -3.603 2.975 -6.654
O -5.138 0.759 -5.545
H 1.892 -8.030 -2.881
S 7.275 3.550 -2.419
O -2.907 5.901 0.845
H 5.515 0.945 -0.454
H -6.857 0.325 2.157
C 0.178 -4.221 1.051
N 6.447 3.073 -3.634
F -7.023 4.470 -1.320
H 2.566 1.578 2.669
H 1.603 -2.575 3.351
C 4.385 -2.051 -2.408
O -0.602 -4.690 -2.092
N -1.171 2.716 -2.888
H 1.853 -6.959 1.772
F 5.362 4.795 -5.766
H 2.976 0.669 0.525
O 4.198 3.106 -2.548
C 4.570 4.686 -4.675
C 2.685 -2.747 3.189
F 0.193 -5.504 -5.721
H 3.454 -3.334 6.576
H -2.294 -3.100 -0.796
C 2.831 3.883 0.309
C 4.446 3.063 1.917
C 1.245 -1.067 -4.607
C -5.218 1.646 2.694
F -5.019 4.387 -2.115
F -1.420 5.190 5.218
H 0.957 1.201 0.444
C 2.669 -3.728 -0.314
C -0.851 6.596 -0.639
F 0.256 6.057 -1.121
H 3.329 -6.603 0.961
S -6.308 2.192 -2.573
H 0.438 -2.150 1.697
H 3.724 4.243 -0.163
F 4.799 5.816 -3.939
C -2.640 -3.209 0.221
H 4.361 -1.765 -3.477
F -4.860 -1.253 6.656
S 4.846 3.080 -3.854
H -0.240 -4.578 2.021
O -2.155 -4.510 -3.942
C 0.076 -5.699 -4.426
H 5.662 3.305 0.164
C 0.010 0.845 2.322
F 3.245 4.634 -5.077
F -7.318 2.471 5.084
O -8.612 -0.845 5.468
H 1.691 -6.215 -1.152
H 5.420 -1.706 -2.044
C -0.102 3.506 -3.685
C 3.621 1.556 0.239
H 0.663 -0.033 2.455


62
Properties=species:S:1:pos:R:3 method="wB97M-V/def2-TZVPD" total_charge=+1 energy_ha=-4565.6837 gap_ev=7.53 e_above_lowest_ev=0.486 e_homo_ev=-10.862
H -1.684 -5.587 -0.201
H -2.117 -0.937 2.656
H 4.805 2.408 -2.723
H -1.192 2.755 4.009
O -2.048 -0.172 0.722
H -2.737 2.364 -2.217
H 5.386 1.381 -1.411
H -4.576 -0.781 0.836
O 3.287 0.604 2.970
H 3.127 -0.470 4.661
H -1.145 3.554 1.602
H -2.557 1.701 3.604
O -0.813 1.325 -0.688
C 4.006 3.925 0.076
P -0.613 0.491 0.637
H -1.113 -4.784 2.061
H -0.650 -4.240 -4.610
H -3.129 0.876 -3.085
H 1.256 2.084 -2.211
O 1.902 -1.164 3.179
H -4.239 0.278 2.215
H 4.106 0.812 -2.490
C -1.352 0.750 -1.908
C -0.679 -3.972 -1.215
Si 3.255 2.483 -0.830
C 2.912 1.277 0.581
Pd 1.307 -0.602 0.649
H 1.941 3.691 -2.473
O -0.554 1.597 1.755
C -4.095 -0.724 1.813
C 4.496 1.686 -1.964
C -0.138 -2.991 1.344
H -4.586 -1.436 2.477
C 0.095 -2.790 -1.056
C -2.044 2.627 3.342
Br 2.000 -0.897 -2.075
H 4.856 3.601 0.680
C 2.711 -0.437 3.652
H 0.907 -2.318 -4.346
H -2.414 2.380 1.223
C -0.440 -3.855 -3.622
H -2.479 -2.081 1.349
C -1.120 -4.674 -0.063
C -1.594 2.610 1.904
H -3.414 0.976 -1.341
H 0.014 -2.600 2.341
H -1.564 -5.352 -2.610
C 0.673 -2.256 -2.235
C -0.809 -4.227 1.185
H -2.732 3.458 3.501
C 0.285 -2.275 0.259
C -2.745 1.277 -2.147
H -1.342 -0.340 -1.833
H -0.670 1.046 -2.702
C 0.423 -2.749 -3.480
C 2.943 0.816 1.711
C -0.952 -4.464 -2.514
H 3.273 4.394 0.735
H 0.943 3.375 -1.045
H 4.362 4.684 -0.623
C -2.628 -1.064 1.698
C 1.691 2.948 -1.711